Entry 1:
Entry from the Open Molecules 2025 dataset: the ion C7H12N with charge +1 (ωB97M-V/def2-TZVPD).

Properties
**Charge**: +1
**E_HOMO**: -0.506 Eh

```
20
C7H12N, DFT ωB97M-V/def2-TZVPD
H 0.27389 0.68682 2.46910
C -1.17331 -0.73972 -1.78600
H -1.41833 1.41488 0.61085
C -0.29076 -0.41776 -0.63665
H 2.14528 1.19630 0.88383
C -1.17794 0.44441 1.00827
H 0.70594 2.25323 0.70091
H 1.47886 0.26441 -1.45474
N 0.26968 0.40677 1.51416
C 0.49710 -1.39645 0.11567
H -1.83032 -0.11374 1.68591
H 0.86066 -2.33793 -0.34473
H -0.79946 -1.44424 -2.52398
C 0.71026 0.76400 -0.88606
H -2.17992 -1.23527 -1.52538
H 0.25877 1.57874 -1.35836
H 1.43175 -1.58680 2.04046
C 0.78013 -1.01435 1.37368
C 1.05798 1.32087 0.56071
H -1.60024 -0.04419 -2.44765
```

***

Entry 2:
Entry from the Open Molecules 2025 dataset: a cluster of 2 separate species, C16H10BrNO7 in total (ωB97M-V/def2-TZVPD).

Properties
**Charge**: 0
**Structure (SMILES)**: O=C(Br)Cc1ccc2c(c1)C(=O)NC2=O.O=C1C=C(O)C(=O)C=C1O
**E_HOMO**: -0.357 Eh

```
35
C16H10BrNO7, DFT ωB97M-V/def2-TZVPD
O -1.89844 -0.48291 1.34687
C 2.80394 -2.07861 -3.23330
O -2.10553 -1.20449 -3.02302
Br 5.86098 1.94781 -2.44871
H 5.32726 -2.00212 -1.44211
C -2.53787 0.09458 2.20891
C -1.09666 -0.66819 -2.51459
H 0.69674 -2.80529 -4.05578
C 5.08484 -1.12775 -2.15741
C 0.45361 -0.98895 -2.61346
H -1.99978 1.14334 -1.88730
C 5.75912 0.18760 -1.55544
N -1.27578 0.47291 -1.57835
C -2.04800 1.30841 2.86968
C 2.63446 0.05064 -1.50902
C -4.09196 1.35812 4.24783
O 6.24151 0.09619 -0.39493
C 3.47360 -1.02704 -2.27292
O -2.33132 3.03172 4.44224
H 5.52870 -1.42142 -3.17336
C -4.59229 0.15776 3.56969
H -5.55961 -0.21718 3.87600
O -4.32297 -1.54767 1.97576
O -4.71650 1.91668 5.13330
H -1.08721 1.69214 2.55215
H -3.62231 -1.78191 1.33569
C -0.01311 1.06281 -1.09946
H -3.02910 3.26225 5.08627
O 0.16752 2.10605 -0.42391
H 3.43151 -2.84287 -3.81436
C 1.10437 0.09844 -1.68564
C 1.24543 -2.06094 -3.38400
C -3.87055 -0.43458 2.61589
H 3.15662 0.80164 -0.81433
C -2.77125 1.90285 3.82113
```

***

Entry 3:
Entry from the Open Molecules 2025 dataset: the molecule C15H18N2O2 (ωB97M-V/def2-TZVPD).

Properties
**Charge**: 0
**Structure (SMILES)**: Cc1ccc(C)n1-c1ccc(O[C@H](C)C(N)=O)cc1
**E_HOMO**: -0.285 Eh

```
37
C15H18N2O2, DFT ωB97M-V/def2-TZVPD
C -1.16419 1.17152 0.43086
H 2.62476 1.72499 2.35055
H 1.05901 1.49353 5.43296
C 1.92706 2.34248 2.91259
H 1.70896 -0.60032 1.00558
C -1.77548 -1.21202 2.80940
H -0.99653 -0.36026 5.51165
H 1.62108 -0.79658 -1.38867
H -1.68770 -1.78949 -2.88465
O 1.06501 -2.86816 -3.71536
C 0.50736 -0.50238 -3.80065
N -1.02451 -2.48412 -3.17407
H -1.10475 -3.43985 -2.86112
H 0.83269 0.84169 -5.48359
H 0.92119 -0.88220 -5.86736
H -2.55590 -0.70282 2.24496
C 0.53073 1.07234 4.60289
C -1.19117 1.08304 -0.98612
H 2.43364 2.83241 3.76695
C -0.52784 0.04181 4.61340
C -0.21597 0.37449 -1.67138
H -0.65097 -0.10982 -5.58081
C 0.92355 -0.10214 0.42921
C -0.76997 -0.20049 3.28795
N 0.01538 0.65999 2.49970
H -2.24429 -1.72303 3.64337
C 0.37418 -0.15084 -5.28493
H -1.90285 1.72710 1.00047
C 0.18614 -2.02067 -3.62131
O -0.34873 0.36543 -3.03900
C -0.03936 0.63352 1.10601
H 1.54881 -0.34180 -3.53352
H 1.56406 3.07801 2.18917
H -1.28641 -1.95653 2.17868
C 0.82886 1.41922 3.31694
H -2.00688 1.61611 -1.50083
C 0.82102 -0.23417 -0.93990
```

***

Entry 4:
Entry from the Open Molecules 2025 dataset: the molecule C7H14O (ωB97M-V/def2-TZVPD).

Properties
**Charge**: 0
**Structure (SMILES)**: CC(C)[C@@]1(C)O[C@H]1C
**E_HOMO**: -0.356 Eh

```
22
C7H14O, DFT ωB97M-V/def2-TZVPD
H -2.00069 -1.63072 1.36510
H -0.87408 2.63764 0.52734
H -3.25569 -1.30006 0.16523
C -1.71691 0.16585 0.22107
C -0.33961 0.65086 -0.03322
H 1.83125 1.28860 -1.62614
C 2.03172 0.46675 -0.94220
C 0.74949 -0.25828 -0.54242
O -1.46565 0.67976 -1.05933
H 0.15267 -0.58208 -1.46190
H 2.69974 -0.23380 -1.44012
H 1.66729 -2.18912 -0.26075
H 0.33012 1.88010 1.57470
H 0.21693 -1.97186 0.72369
H 0.80027 2.49456 -0.00969
C 1.09235 -1.46640 0.32646
H 2.54692 0.85892 -0.06713
H -1.69229 -1.91097 -0.36785
H 1.71261 -1.15947 1.16209
C -2.18322 -1.26365 0.35490
H -2.31067 0.84036 0.84713
C 0.00747 2.00301 0.54305
```

***

Entry 5:
Entry from the Open Molecules 2025 dataset: the ion C3H3O3P with charge -2 (ωB97M-V/def2-TZVPD).

Properties
**Charge**: -2
**Structure (SMILES)**: O=P([O-])([O-])C1=CC1
**E_HOMO**: 0.033 Eh

```
10
C3H3O3P, DFT ωB97M-V/def2-TZVPD
H 0.22291 1.15362 -0.85024
C -0.73709 -0.46374 0.65120
P -1.43223 -2.54953 -1.37709
O -2.54407 -2.89908 -0.41122
O -0.25484 -3.47264 -1.33312
C -0.66226 -1.11901 -0.49570
C 0.29179 0.09759 -0.22516
O -1.80676 -2.12221 -2.76020
H 1.47118 -0.02418 -0.01913
H -1.00550 -0.45869 1.70280
```

***

Entry 6:
Entry from the Open Molecules 2025 dataset: a structure of composition C11H21N5O2PtSi2 (ωB97M-V/def2-TZVPD).

Properties
**<S²>**: 2.0050
**Charge**: 0
**Spin multiplicity**: 3
**E_HOMO (alpha / beta)**: -0.176 / -0.310 Eh

```
42
C11H21N5O2PtSi2, DFT ωB97M-V/def2-TZVPD
Pt 6.96488 12.20614 5.95076
C 5.91552 7.57252 5.32320
H 10.83000 10.22501 5.19236
N 7.43188 14.52175 5.82073
Si 5.57794 10.41339 5.92335
H 6.09366 5.45462 4.86630
C 6.78461 15.15326 6.78936
H 5.68272 12.55916 8.12648
C 4.38429 10.33610 4.46578
N 6.57362 13.07747 8.05456
N 7.86959 15.32767 4.75077
H 5.44261 10.34625 8.32363
C 9.96804 10.84987 5.07188
H 6.97491 17.00138 6.17720
H 3.98922 11.30650 4.26963
H 4.05755 11.32830 7.71697
C 8.56546 7.51992 6.04395
H 4.04133 9.50843 7.65476
H 3.54867 9.73381 4.80320
H 10.09637 9.78596 8.01014
H 9.87782 11.59380 8.02338
C 6.57758 6.38554 5.25747
H 8.47897 5.46741 5.56704
H 10.45240 11.82837 5.29554
C 7.91154 8.75829 6.03607
Si 8.60079 10.56847 6.26128
C 7.93753 6.35024 5.63004
H 4.87177 7.57135 4.94649
C 9.34053 10.61190 7.91881
N 6.30730 14.46885 7.88598
H 6.15600 16.88220 7.65127
C 6.55605 8.77619 5.75753
H 6.22205 15.07174 8.70688
H 9.65164 7.46406 6.25597
H 7.18232 12.97394 8.85147
C 4.67231 10.41852 7.55760
H 4.85808 9.94891 3.53731
N 6.48814 16.45215 6.78843
O 8.07917 14.73608 3.70613
H 8.59261 10.46848 8.68473
H 9.68533 10.93618 4.01337
O 8.15481 16.53314 4.95022
```

***

Entry 7:
Entry from the Open Molecules 2025 dataset: a structure of composition C5H5NO (ωB97M-V/def2-TZVPD).

Properties
**Charge**: 0
**E_HOMO**: -0.348 Eh

```
12
C5H5NO, DFT ωB97M-V/def2-TZVPD
H -0.15698 -2.76417 -0.45279
H 1.36330 1.34551 0.43556
H -1.62695 0.78680 0.05493
H 0.87112 -1.55043 -1.66457
C -0.08977 -0.56070 -0.57589
C 0.16684 -1.81654 -0.88378
C 0.48482 1.31234 -0.21204
C -0.61826 0.15319 1.80448
N -0.57623 -0.04095 2.94133
C -0.64535 0.44385 0.38062
O 0.64893 0.39858 -1.28804
H 0.19086 2.29568 -0.54870
```

***

Entry 8:
Entry from the Open Molecules 2025 dataset: a cluster of 3 separate species, C20H50IN8O3P2 in total (ωB97M-V/def2-TZVPD).

Properties
**Charge**: +1
**E_HOMO**: -0.363 Eh

```
84
C20H50IN8O3P2, DFT ωB97M-V/def2-TZVPD
P -1.20932 -1.51276 5.69689
H 0.34483 -3.39431 3.64666
P -1.47617 0.45728 -4.71720
C 0.67249 -3.46346 6.51205
H -3.16264 -2.20827 7.49616
H 4.95584 -0.32582 0.05355
H 5.85493 2.39346 1.16924
H -0.86066 -1.12011 -7.41762
N -0.32240 0.40201 -6.04325
H 1.64644 -3.49234 7.00705
H -1.53476 -0.90923 2.13003
C -3.06336 -1.15994 -3.30894
H 0.86382 -3.77706 5.49007
H -0.51777 0.13221 3.14608
H -3.32615 -2.19540 -3.08645
H -2.92393 -3.42662 3.90396
H 0.27392 -2.25864 2.35869
H -2.49649 -0.78453 -2.45446
N 0.12588 -2.12509 6.60419
H -2.35195 -1.91631 -6.48312
N 3.72080 2.60648 -0.45413
H -0.32860 2.96367 1.26623
H 1.06343 -1.88341 8.48512
H -0.66760 -2.27488 8.57117
C 2.91052 3.43181 0.21675
H 6.60718 0.75038 1.46872
H -3.13575 -2.83194 -5.24258
H 0.03731 -4.22167 6.98924
C -3.37004 -2.77783 6.58343
O -0.42617 0.17150 -3.64650
N 3.23019 4.64297 -0.23515
H -3.07175 -4.73089 5.08021
H 2.77914 5.49950 0.05922
O 3.74529 1.25554 -0.32802
C 0.45605 2.99879 0.50026
H 0.28773 3.84092 -0.18669
H -3.52812 1.71632 -7.62466
C -3.42976 2.20120 -5.19418
H -4.36102 2.44941 -5.70368
H 1.61581 0.34328 -5.14109
N -0.98607 -1.77788 3.96947
C 0.09578 -1.71768 8.00893
N -2.27316 -1.07132 -4.53524
C -1.32549 -0.60801 3.16063
I 2.11428 1.56673 2.57990
H -2.22010 -0.10938 3.53479
N -2.10720 -3.04167 5.84566
H -3.99250 -0.57551 -3.38718
C 4.53542 3.30727 -1.32303
C -2.60719 1.28135 -7.22579
H 1.34904 1.17337 -0.39991
H -1.52314 -4.42935 4.36566
H 0.00051 1.90660 -1.29809
H 0.83493 1.92623 -5.12949
H 5.77478 0.90524 -0.89875
C 4.23752 4.62259 -1.18025
H -2.77050 3.07547 -5.21855
H 1.74301 4.12151 1.83835
H -3.68151 1.99839 -4.14675
H 4.99626 1.14603 2.06705
O -0.76988 -0.06279 5.65194
C 5.08118 0.75778 -0.05921
N -2.77928 1.01306 -5.80342
C 1.81211 3.21147 1.23093
H -2.46429 0.35916 -7.78555
H 0.80889 -0.71709 -7.41639
H 4.64278 5.49500 -1.67419
H 5.26440 2.88889 -2.00540
H -3.91663 -1.37350 -5.86299
C 0.96603 1.01438 -5.71504
H -1.79405 1.97572 -7.44312
H -0.12550 -0.65269 8.09904
H 0.16579 -1.67263 -6.06474
C -2.41748 -3.92725 4.73061
C 0.36917 1.65291 -0.29578
C 5.69278 1.30825 1.23703
H 1.14103 -1.80633 3.84415
H -0.32577 0.95699 0.18361
C -2.94861 -1.81048 -5.58279
H -3.85251 -3.70619 6.88966
C 0.25615 -2.32546 3.44939
C -0.04612 -0.84195 -6.74881
H -4.07363 -2.19738 5.97776
H 1.49148 1.29396 -6.63133
```

***

Largest force on an atom readings, ordered: 0.107 0.106 0.053 0.035 0.059 0.070 0.043 0.159 hartree/bohr
E readings, ordered: -8933.783 -102614.367 -22922.118 -9532.450 -18588.902 -42290.432 -8800.790 -66280.281 eV